{"formula": "C2H3LaO2", "method": "the ωB97M-V functional and the def2-TZVPD basis", "species": ["O", "La", "O", "C", "C", "H", "H", "H"], "positions_angstrom": [[-1.6865, -2.5838, 0.9418], [-0.6624, -1.5891, -0.7877], [-0.7711, -3.5667, 0.2367], [0.6722, 1.5976, 0.3540], [0.3645, 0.8579, -0.7331], [0.9067, 2.6720, 0.3081], [0.8843, 1.1399, 1.3291], [0.2923, 1.4724, -1.6490]], "forces_ev_per_a": [[1.09, 0.24, -1.59], [-0.92, -0.99, 1.42], [-0.11, 1.30, 0.07], [0.59, -0.19, -0.41], [-0.08, -0.19, 0.53], [-0.24, -0.29, 0.05], [-0.32, 0.13, -0.21], [-0.01, -0.02, 0.14]], "energy_ha": -259.887814, "homo_ev": -8.21, "orbital_gap_ev": 6.89, "de_lowest_kcal_mol": 0.0, "e_lumo_ev": -1.3}